Record 1
Density functional theory data (ωB97M-V/def2-TZVPD) for C7H12BBr2F9O2PS as an isolated structure in a non-equilibrium geometry.

Calculated values
total charge: +1
HOMO level: -13.1395 eV
LUMO: -4.04 eV

Each line ends with the Löwdin charge.
Cartesian coordinates (Å):
C  -1.0362  -4.3313  0.8785  -0.1412
C  -0.0185  -3.2135  1.2062  -0.7725
Br  0.2489  -3.2750  3.1656  0.7280
C  -0.5853  -1.8155  0.8112  -0.8476
Br  -1.9940  -1.2633  2.0326  0.7870
P  0.7194  -0.5288  0.5549  1.1544
C  0.3950  1.0656  1.4418  -0.2689
C  0.1823  2.2830  0.5213  -0.0970
C  -1.2341  2.4633  -0.0348  -0.4991
F  -2.0715  1.7678  0.7744  0.0901
F  -1.6179  3.7109  0.1008  0.1793
C  -1.5349  1.9126  -1.4444  -0.4975
F  -1.4586  0.5877  -1.4433  0.1144
F  -2.7787  2.1778  -1.6998  0.1888
S  -0.5084  2.5568  -2.8771  0.7464
F  -1.6675  3.5061  -3.3420  -0.1002
F  -1.1470  1.4351  -3.7818  -0.1075
F  0.6861  1.5861  -2.4806  -0.1503
F  0.0718  3.7509  -2.0361  -0.1049
F  0.3453  3.0186  -4.0945  -0.0830
B  2.5524  -1.0821  0.9527  -0.7447
O  2.8771  -2.1084  1.7429  0.1401
O  3.5463  -0.3365  0.3982  0.1805
H  -2.0611  -3.9752  0.8772  0.0693
H  -0.9041  -5.1297  1.5965  0.0590
H  -0.7410  -4.7474  -0.0852  0.0881
H  0.9054  -3.4608  0.6948  0.0839
H  -1.0807  -1.9552  -0.1491  0.0718
H  0.7314  -0.2179  -0.8186  0.0577
H  1.3256  1.2609  1.9803  0.1035
H  -0.3509  0.9495  2.2217  0.0650
H  0.3875  3.1648  1.1252  0.1458
H  0.9662  2.2766  -0.2333  0.1038
H  3.6705  -2.5346  1.3698  0.1532
H  3.1792  0.5013  0.0740  0.1043

Record 2
Density functional theory data (ωB97M-V/def2-TZVPD) for a 3-piece molecular cluster, C19H42Cl4NO12P4 overall in a non-equilibrium geometry.

Calculated values
total charge: +1
HOMO level: -12.5313 eV
LUMO: -3.21 eV

Each line ends with the Löwdin charge.
Cartesian coordinates (Å):
C  6.6883  -2.5404  0.6030  -0.1146
C  5.5085  -3.4390  -0.0074  -0.1818
C  4.0574  -3.0035  0.5150  -0.2016
O  3.4117  -2.0538  -0.3646  -0.1342
C  2.4476  -1.2769  0.3231  -0.3186
C  1.2443  -2.0340  1.0690  -0.5550
Cl  1.5371  -2.6764  2.7451  0.6564
C  0.1383  -0.8907  1.0731  -0.2982
C  -1.3843  -1.2536  1.3457  -0.5515
Cl  -1.6099  -1.4499  3.1722  0.6542
C  -2.4301  -0.1329  0.8899  -0.2521
C  -3.6818  -0.8439  0.2123  -0.1037
N  0.4424  -0.0077  -0.1189  0.0356
C  1.8271  -0.1913  -0.7058  -0.4993
P  2.5178  1.6051  -0.5605  0.9137
P  4.6884  1.6120  -0.3636  0.4087
O  5.4298  1.9535  -1.6607  -0.3733
O  5.2777  0.2125  0.3593  -0.2145
O  5.0522  2.9009  0.7033  -0.2003
C  1.9551  -0.6800  -2.2022  -0.5694
Cl  3.2514  0.0858  -3.2283  0.6931
C  1.1934  -1.6680  -2.8116  -0.5963
C  1.3997  -2.1388  -4.3185  -0.1056
Cl  -0.1199  -2.5000  -1.8864  0.7227
H  6.9642  -1.7848  -0.2062  0.0719
H  6.2895  -1.9131  1.4662  0.0661
H  7.5961  -3.1284  0.9127  0.0783
H  5.5509  -3.4762  -1.1403  0.1186
H  5.7072  -4.5019  0.3553  0.1136
H  3.4420  -3.9680  0.5097  0.1302
H  4.0864  -2.6603  1.5905  0.1069
H  2.9274  -0.6905  1.1884  0.1488
H  1.0931  -2.9598  0.4422  0.0874
H  0.4162  -0.3076  2.0174  0.1467
H  -1.6825  -2.2586  0.9086  0.1110
H  -2.8192  0.3986  1.8174  0.1087
H  -2.0003  0.6702  0.2205  0.1020
H  -4.1213  -1.6430  0.8863  0.0899
H  -4.4833  -0.0535  0.0605  0.0936
H  -3.4382  -1.3256  -0.7815  0.0722
H  0.5200  0.9218  0.3514  0.1068
H  -0.2828  0.0887  -0.8455  0.1516
H  2.2059  2.3063  -1.7851  -0.0197
H  6.2320  0.3962  0.5242  0.0940
H  4.6554  2.6116  1.5521  0.0606
H  1.7335  -1.3055  -4.9962  0.0701
H  2.2261  -2.9206  -4.2916  0.1043
H  0.4675  -2.6621  -4.6755  0.0791
C  1.3329  3.7601  5.7826  -0.1041
O  0.1386  3.1556  6.2704  -0.2073
P  -1.1018  2.9816  5.2725  0.3898
O  -0.7352  2.6905  3.8645  -0.2664
O  -1.9808  4.2901  5.4955  -0.1995
C  -1.5229  5.5234  4.9582  -0.0966
O  -1.9883  1.8709  5.9871  -0.1957
C  -1.5518  0.5244  5.8690  -0.1248
H  1.6259  4.5628  6.4603  0.0941
H  2.1244  3.0094  5.7596  0.0891
H  1.2095  4.1746  4.7807  0.0742
H  -0.8380  5.3740  4.1207  0.0802
H  -1.0220  6.0931  5.7433  0.0953
H  -2.3840  6.0903  4.6052  0.0946
H  -0.6847  0.3510  6.5098  0.0957
H  -1.3014  0.2966  4.8325  -0.0080
H  -2.3634  -0.1309  6.1852  0.0956
C  -6.0518  -1.8239  -4.4647  -0.0991
O  -4.8242  -1.3747  -5.0344  -0.2135
P  -4.4234  0.1683  -4.8821  0.3891
O  -4.8322  0.7967  -3.6055  -0.2435
O  -4.9864  0.8602  -6.2002  -0.2015
C  -6.3867  1.0774  -6.3152  -0.0935
O  -2.8547  0.1634  -5.1647  -0.1920
C  -2.0132  -0.2816  -4.1164  -0.1277
H  -6.6167  -2.3665  -5.2237  0.0936
H  -5.8307  -2.4996  -3.6372  0.0895
H  -6.6637  -1.0003  -4.0942  0.0790
H  -6.8746  1.1167  -5.3390  0.0838
H  -6.8264  0.2760  -6.9120  0.0949
H  -6.5509  2.0271  -6.8233  0.0951
H  -2.0745  -1.3678  -4.0197  0.0740
H  -2.2886  0.1922  -3.1704  0.0739
H  -0.9864  -0.0036  -4.3582  0.0842

Record 3
Density functional theory data (ωB97M-V/def2-TZVPD) for a 3-piece molecular cluster, C19H41N6O5S overall in a non-equilibrium geometry.

Calculated values
total charge: +1
HOMO level: -10.9421 eV
LUMO: -4.18 eV

Each line ends with the Löwdin charge.
Cartesian coordinates (Å):
C  -0.2868  3.1889  2.6810  -0.1011
O  0.7567  3.9638  2.1003  -0.1865
C  1.9526  3.2186  1.8569  -0.2351
C  2.2927  3.2888  0.3479  -0.1566
C  1.6340  2.2023  -0.5478  -0.1765
C  1.5408  0.7773  0.0942  -0.2139
C  1.7510  -0.3679  -0.9720  -0.1829
C  0.3920  -0.9341  -1.5171  -0.1763
C  0.1802  -2.4595  -1.2569  -0.2087
C  -0.7687  -2.7729  -0.0758  -0.1946
C  -0.2543  -2.2274  1.2857  -0.1599
C  1.0760  -2.9217  1.6391  -0.0804
N  1.7267  -2.3600  2.8525  -0.0520
N  1.2562  -1.5095  3.6668  0.1447
N  2.1317  -1.3027  4.6312  0.1196
C  3.1861  -2.0810  4.3566  -0.0398
N  2.9451  -2.7526  3.2102  -0.0303
C  3.8606  -3.6949  2.5588  -0.1313
S  4.4998  -4.9253  3.7732  0.6890
O  5.1044  -5.9629  3.0039  -0.2891
O  3.3647  -5.3181  4.5549  -0.3061
H  -0.1667  2.1016  2.5356  0.0753
H  -1.2335  3.5298  2.2169  0.0735
H  -0.3837  3.4211  3.7634  0.0904
H  2.7642  3.7660  2.3864  0.1208
H  1.9433  2.2023  2.2860  0.0932
H  1.9048  4.2648  -0.0053  0.1166
H  3.3868  3.3365  0.1885  0.1115
H  2.2540  2.0970  -1.4573  0.1033
H  0.6212  2.4690  -0.8993  0.1030
H  0.4940  0.6670  0.4406  0.0810
H  2.2315  0.6153  0.9412  0.0894
H  2.3139  -1.2162  -0.5308  0.0785
H  2.3675  0.0315  -1.7982  0.1032
H  0.4252  -0.8243  -2.6186  0.1112
H  -0.4742  -0.3342  -1.1872  0.1185
H  -0.3238  -2.8491  -2.1587  0.0884
H  1.1359  -3.0202  -1.1928  0.1019
H  -1.7876  -2.3898  -0.2179  0.0975
H  -0.8761  -3.8782  -0.0088  0.1214
H  -0.9953  -2.3659  2.0914  0.1246
H  -0.0597  -1.1432  1.2133  0.0910
H  1.7863  -2.9806  0.7989  0.1076
H  0.8390  -3.9762  1.8982  0.1541
H  4.0936  -2.1844  4.9508  0.1502
H  3.4560  -4.1859  1.6645  0.1280
H  4.7353  -3.1022  2.2180  0.1376
H  5.4175  -4.2224  4.5247  0.1003
C  -2.7191  4.5899  -0.2963  -0.0134
C  -1.7159  5.1832  -1.2540  -0.5484
O  -0.8591  4.5036  -1.8007  0.0197
N  -1.7893  6.5162  -1.4986  0.0074
C  -2.7250  7.4815  -0.9522  -0.0722
H  -2.5334  3.5225  -0.2043  0.0773
H  -2.6170  5.0467  0.6895  0.0790
H  -3.7333  4.7346  -0.6716  0.0854
H  -1.0894  6.8434  -2.1469  0.1411
H  -3.2726  7.9455  -1.7742  0.0845
H  -2.1650  8.2542  -0.4229  0.0849
H  -3.4299  7.0191  -0.2688  0.0731
C  -2.8687  -4.2129  -3.7861  -0.0013
C  -3.2024  -2.8476  -3.2402  -0.5250
O  -2.6638  -2.4004  -2.2321  0.0074
N  -4.1273  -2.1131  -3.9007  0.0130
C  -4.8680  -2.4645  -5.0992  -0.0658
H  -2.1161  -4.6758  -3.1523  0.0786
H  -3.7562  -4.8468  -3.7891  0.0893
H  -2.4667  -4.1288  -4.7967  0.0895
H  -4.2996  -1.2127  -3.4796  0.1432
H  -4.6547  -1.7260  -5.8733  0.0868
H  -5.9349  -2.4386  -4.8733  0.0868
H  -4.6030  -3.4516  -5.4635  0.0747

Record 4
Density functional theory data (ωB97M-V/def2-TZVPD) for C21H68FIInN26O14S as an isolated structure in a non-equilibrium geometry.

Calculated values
total charge: -1
HOMO level: -3.4715 eV
LUMO: 0.82 eV

Each line ends with the Löwdin charge.
Cartesian coordinates (Å):
C  2.7333  -1.5380  6.2081  -0.0594
C  2.7700  -0.9093  4.8239  -0.5005
F  3.0725  0.4475  5.0339  -0.1120
C  3.7238  -1.5694  3.8599  -0.2193
In  4.6905  -0.0612  2.4771  0.6543
C  4.5885  -0.9523  0.4308  -0.3130
C  3.3769  -0.4778  -0.3661  -0.3804
C  3.5877  0.7806  -1.1980  -0.5685
S  5.1113  0.8678  -2.1895  0.6580
C  6.9237  0.1856  2.9846  -0.2971
C  7.6034  1.3365  2.4174  -0.9054
O  8.5766  1.3435  1.6915  -0.0663
I  6.7353  3.2988  2.9776  0.5896
H  3.4992  -1.0700  6.8170  0.0675
H  2.9575  -2.5931  6.1542  0.0654
H  1.7578  -1.3607  6.6480  0.0631
H  1.7723  -0.9566  4.3960  0.1177
H  4.4960  -2.0823  4.4312  0.0293
H  3.1928  -2.2934  3.2565  0.0337
H  3.9118  1.5222  2.5303  -0.0782
H  4.4688  -2.0134  0.5929  0.0025
H  5.5318  -0.8413  -0.0942  -0.0077
H  2.5895  -0.2211  0.3408  0.0490
H  2.9443  -1.2582  -0.9925  0.0877
H  2.7893  0.8427  -1.9309  0.0475
H  3.5042  1.6797  -0.6030  0.0618
H  5.9484  1.3497  -1.2661  -0.1595
H  7.0226  0.2313  4.0671  0.0390
H  7.4611  -0.6906  2.6418  0.0450
C  -0.7334  0.3212  0.6036  -0.6610
O  0.4058  -0.0796  0.7547  0.0417
N  -1.4146  0.1597  -0.5801  0.1597
N  -1.4411  0.9748  1.5725  0.1511
H  -2.3563  0.4782  -0.7192  0.0456
H  -0.9312  -0.3066  -1.3232  0.0961
H  -0.9829  1.1328  2.4505  0.1112
H  -2.3607  1.3506  1.4201  0.0474
C  -4.6507  -0.3965  0.5638  -0.6406
O  -4.2488  0.6321  0.0308  -0.0150
N  -3.9602  -1.0240  1.5639  0.1775
N  -5.8188  -0.9907  0.2090  0.1754
H  -4.2868  -1.8642  2.0052  0.0833
H  -3.0739  -0.6301  1.8433  0.0756
H  -6.3480  -0.5599  -0.5239  0.1044
H  -6.1709  -1.8293  0.6447  0.0575
C  -2.9232  4.1552  0.2841  -0.6666
O  -2.5809  3.5949  1.3157  0.0079
N  -2.6970  5.4819  0.0560  0.1546
N  -3.5466  3.4978  -0.7372  0.1691
H  -2.9562  5.9379  -0.8043  0.0405
H  -2.2369  5.9974  0.7808  0.0965
H  -3.6808  2.5079  -0.6292  0.0490
H  -3.8454  3.9551  -1.5780  0.0825
C  6.5213  -4.2652  -0.3604  -0.6739
O  6.2574  -3.6378  0.6409  0.0456
N  7.3236  -3.7792  -1.3528  0.1648
N  6.0056  -5.5287  -0.5783  0.1327
H  7.5263  -4.2760  -2.1972  0.0870
H  7.6843  -2.8518  -1.2292  0.1064
H  5.4126  -5.8976  0.1398  0.0927
H  6.1854  -6.0775  -1.3965  0.0850
C  -6.4618  -4.2034  2.4971  -0.6725
O  -7.0503  -3.4285  1.7533  0.0022
N  -6.3206  -5.5277  2.1988  0.1553
N  -5.9110  -3.8019  3.6773  0.1669
H  -5.8446  -6.1809  2.7906  0.0955
H  -6.7164  -5.8485  1.3361  0.1037
H  -5.9923  -2.8322  3.9252  0.0928
H  -5.4339  -4.4178  4.3079  0.0981
C  -2.6742  6.9212  -3.4689  -0.6597
O  -3.4905  6.5109  -2.6553  0.0046
N  -1.6958  7.8102  -3.1363  0.1625
N  -2.6816  6.5126  -4.7719  0.1574
H  -1.0129  8.1512  -3.7846  0.0970
H  -1.6607  8.1222  -2.1846  0.1064
H  -3.3872  5.8545  -5.0411  0.1002
H  -2.0213  6.8283  -5.4555  0.0937
C  3.3969  0.0817  10.0065  -0.6902
O  2.2388  -0.2476  9.8333  0.0181
N  3.9250  1.2223  9.4702  0.1539
N  4.2707  -0.6720  10.7512  0.1401
H  4.8767  1.5067  9.5945  0.0894
H  3.3184  1.7849  8.9038  0.1056
H  3.9178  -1.5212  11.1467  0.0947
H  5.2275  -0.4211  10.9045  0.0845
C  -4.3880  -0.5473  5.9588  -0.6734
O  -4.1131  -1.7337  5.8191  -0.0089
N  -4.5796  0.0061  7.1914  0.1540
N  -4.5310  0.3038  4.9048  0.1686
H  -4.7997  0.9723  7.3355  0.0947
H  -4.4761  -0.5950  7.9861  0.1030
H  -4.3947  -0.0674  3.9808  0.0756
H  -4.7649  1.2730  5.0037  0.1003
C  2.8542  -4.0166  -2.8983  -0.6846
O  3.9360  -3.6345  -3.3084  0.0160
N  2.7276  -4.7743  -1.7602  0.1503
N  1.6783  -3.7247  -3.5296  0.1501
H  1.8491  -5.1063  -1.4150  0.0821
H  3.5676  -4.9931  -1.2572  0.0667
H  1.7116  -3.1744  -4.3670  0.0659
H  0.7855  -4.0339  -3.2008  0.0831
C  -0.4864  -2.5239  -6.7522  -0.6700
O  0.0238  -3.1552  -5.8382  0.0110
N  -0.2630  -1.1956  -6.9436  0.1633
N  -1.3336  -3.1044  -7.6587  0.1489
H  -0.6871  -0.6597  -7.6859  0.0440
H  0.3576  -0.7433  -6.2989  0.1064
H  -1.5219  -4.0816  -7.5501  0.0957
H  -1.7574  -2.6007  -8.4143  0.0908
C  -0.4013  -4.2496  5.2942  -0.6876
O  0.7274  -4.6716  5.4405  0.0293
N  -1.0526  -4.2967  4.0850  0.1456
N  -1.1200  -3.6800  6.3078  0.1558
H  -1.9757  -3.9364  3.9413  0.0752
H  -0.5508  -4.6878  3.3112  0.0974
H  -0.6707  -3.6064  7.2002  0.1001
H  -2.0500  -3.3156  6.1971  0.0647
C  -1.4252  1.7944  -9.0025  -0.6645
O  -1.1361  0.6206  -9.2065  0.0007
N  -1.4713  2.3330  -7.7492  0.1656
N  -1.7241  2.6613  -10.0066  0.1639
H  -1.7015  3.2936  -7.5749  0.0906
H  -1.2573  1.7328  -6.9754  0.0976
H  -1.6980  2.3100  -10.9441  0.1023
H  -1.9639  3.6249  -9.8454  0.0604
C  -3.2227  6.5097  -9.8934  -0.6737
O  -2.5166  5.7642  -9.2302  0.0017
N  -2.7306  7.2357  -10.9389  0.1560
N  -4.5538  6.6724  -9.6368  0.1556
H  -3.2877  7.8535  -11.4964  0.0951
H  -1.7549  7.1369  -11.1468  0.1066
H  -4.9416  6.1495  -8.8750  0.1044
H  -5.1507  7.2779  -10.1660  0.0953